DFT (ωB97M-V/def2-TZVPD) results for a 4-piece molecular cluster, C25H45N4O11P overall at a distorted geometry.

Its total energy is -64406.788 eV. The calculation puts the maximum force at 0.19181 Eh/bohr. The frontier orbital gap comes out at 0.196 Ha. The lowest unoccupied orbital energy comes out at -2.570 eV.

Structure (ORCA input):
```
! RIJCOSX wB97M-V def2-TZVPD def2/J DEFGRID3
* xyz 0 1
C 4.331 -4.473 -2.267
C 3.221 -3.838 -1.631
C 2.159 -2.597 -1.270
N 2.398 -1.763 -0.010
C 1.553 -0.589 0.435
C 0.266 -0.138 -0.486
C -0.620 1.180 0.002
P 0.042 2.653 -1.083
O 1.234 3.303 -0.220
O 0.796 2.079 -2.562
O -1.240 3.776 -1.440
C -0.139 -0.937 -1.899
C -1.382 -0.509 -2.879
C -2.830 -1.179 -2.496
O -3.431 -1.908 -3.478
O -3.471 -0.967 -1.187
C -3.396 -2.217 -0.415
C -2.613 -2.155 1.039
O -3.944 -3.355 -0.849
C 0.873 -2.217 -2.268
C 0.590 -3.084 -3.632
O -0.599 -3.539 -4.046
O 1.783 -3.335 -4.506
H 5.308 -4.973 -2.736
H 3.236 -2.061 0.573
H 1.814 0.040 1.412
H -0.402 1.492 1.110
H -1.772 1.009 -0.118
H 0.244 2.307 -3.366
H -2.034 3.450 -0.895
H -1.071 -0.840 -3.981
H -1.493 0.667 -2.854
H -2.084 -1.128 1.253
H -1.865 -3.069 1.047
H -3.433 -2.328 1.863
C 7.980 1.088 2.335
C 7.467 0.642 0.967
C 6.001 0.142 0.973
O 5.809 -1.149 1.562
C 5.855 -1.158 2.980
N 8.378 -0.378 0.429
H 8.264 0.254 2.980
H 8.880 1.707 2.217
H 7.232 1.693 2.859
H 7.506 1.516 0.308
H 5.675 0.040 -0.070
H 5.327 0.876 1.431
H 5.396 -0.268 3.415
H 6.886 -1.268 3.316
H 5.309 -2.040 3.333
H 8.100 -0.590 -0.531
H 8.192 -1.251 0.933
C 2.580 4.729 5.162
C 2.067 4.282 3.794
C 0.601 3.783 3.800
O 0.409 2.492 4.388
C 0.455 2.482 5.807
N 2.978 3.262 3.256
H 2.864 3.894 5.807
H 3.480 5.347 5.043
H 1.832 5.333 5.686
H 2.106 5.157 3.135
H 0.275 3.681 2.757
H -0.073 4.516 4.258
H -0.004 3.373 6.242
H 1.486 2.372 6.143
H -0.091 1.600 6.160
H 2.700 3.051 2.296
H 2.792 2.389 3.760
C -8.488 -1.861 -5.265
C -7.294 -2.266 -4.401
C -7.669 -2.681 -2.956
O -8.033 -1.596 -2.096
C -9.336 -1.079 -2.324
N -6.313 -1.172 -4.405
H -8.840 -0.847 -5.062
H -8.209 -1.884 -6.327
H -9.326 -2.554 -5.128
H -6.834 -3.139 -4.877
H -6.784 -3.136 -2.495
H -8.446 -3.453 -2.948
H -10.053 -1.864 -2.575
H -9.301 -0.319 -3.103
H -9.671 -0.582 -1.406
H -5.469 -1.488 -3.926
H -6.676 -0.433 -3.795
*
```